DFT (ωB97M-V/def2-TZVPD) results for a molecular structure, C86H187As3F18N9O7 at a distorted geometry.

XYZ file:
```
310
Properties=species:S:1:pos:R:3:forces:R:3
C -3.57102 -3.24619 -2.67336 0.7 0.4 0.5
C -3.87943 -3.82919 -1.30457 -2.0 0.7 0.5
C -4.68308 -2.81146 -0.38894 0.2 -1.4 -1.1
N -5.21895 -3.38230 0.93875 2.1 -0.3 -1.8
C -6.09105 -2.30929 1.47984 -0.7 -1.1 1.5
C -6.48672 -2.63622 2.95749 0.1 0.3 -0.3
C -5.30373 -3.14056 3.76477 0.5 0.0 0.7
C -4.56217 -4.33954 3.13170 0.1 1.7 0.4
C -3.98671 -3.84038 1.81520 -1.7 -0.6 0.0
C -6.07844 -4.59391 0.61134 0.4 0.7 0.3
H -3.43989 -4.12072 -3.31063 0.8 0.4 -0.3
H -2.69678 -2.63931 -2.43780 0.4 0.0 -1.3
H -4.28969 -2.60558 -3.18446 -0.4 -0.1 0.6
H -2.94542 -4.23153 -0.91235 -0.2 0.0 0.3
H -4.58660 -4.62121 -1.55098 0.1 -0.5 0.7
H -5.56827 -2.64046 -1.00155 -0.2 0.3 0.2
H -4.23323 -1.83129 -0.23083 0.4 -0.3 0.3
H -5.61270 -1.33231 1.41061 0.2 -0.2 -0.1
H -6.91950 -2.38244 0.77527 -0.3 0.7 0.3
H -6.83812 -1.69398 3.37797 -0.1 0.0 0.1
H -7.29452 -3.35073 3.11567 -0.3 0.0 -0.7
H -4.61805 -2.31748 3.96598 0.5 -0.1 -0.3
H -5.57725 -3.41491 4.78360 -0.5 -0.1 -0.1
H -3.72359 -4.56702 3.78983 -0.1 -0.3 0.0
H -5.24410 -5.18396 3.03162 0.3 -0.2 -0.1
H -3.28016 -3.02583 1.97453 -0.3 0.3 -0.1
H -3.50874 -4.66506 1.28647 0.0 0.2 -0.4
H -6.74626 -4.74071 1.46021 0.4 -0.6 -0.1
H -5.37832 -5.38824 0.35255 -0.5 -0.2 0.4
H -6.71445 -4.40105 -0.25259 0.2 0.3 0.0
C 5.67681 -3.90282 -0.05978 0.6 0.6 -1.0
C 5.83188 -3.22205 1.30175 0.1 -0.5 0.1
C 6.85804 -2.06713 1.31904 -0.6 0.6 0.5
N 6.85243 -1.14698 2.60475 -0.2 -1.6 1.3
C 8.11586 -0.12688 2.52827 -2.4 -0.3 0.4
C 7.75371 1.06646 1.68374 0.4 -0.3 -1.1
C 6.40842 1.77878 2.01637 1.7 -0.6 0.0
C 5.23696 0.81932 1.98461 0.1 -2.0 0.7
C 5.43752 -0.46062 2.88989 0.9 1.5 -0.5
C 7.10984 -2.08686 3.82905 0.7 0.1 -0.4
H 6.60878 -4.14278 -0.57158 0.4 0.1 0.3
H 5.18773 -3.21573 -0.75030 -0.3 -0.1 -0.1
H 5.17183 -4.86857 -0.03909 -0.4 0.2 0.3
H 6.06750 -4.04871 1.97198 0.1 0.4 0.6
H 4.84103 -2.83155 1.53375 0.1 0.0 0.4
H 6.61581 -1.45134 0.45288 0.2 0.4 0.1
H 7.89684 -2.38591 1.23316 -0.1 -0.2 0.0
H 8.95452 -0.67890 2.10397 -0.1 -0.1 0.3
H 8.28117 0.19844 3.55537 0.1 -0.4 0.1
H 7.89234 0.72890 0.65664 -0.9 0.2 -0.4
H 8.62550 1.71750 1.74882 -0.1 0.5 0.4
H 6.29815 2.64005 1.35746 -0.2 -0.2 -0.1
H 6.60952 2.17985 3.00975 -0.6 0.1 0.3
H 5.06519 0.41266 0.98801 -0.1 0.5 -0.2
H 4.32239 1.25868 2.38288 -0.1 0.1 -0.2
H 4.60694 -1.16584 2.86004 0.2 -0.4 -0.8
H 5.31004 -0.17891 3.93511 1.0 0.1 0.3
H 6.27252 -2.69145 4.17758 -0.5 0.6 -0.5
H 7.51614 -1.53178 4.67457 -0.4 0.4 -0.2
H 7.87593 -2.83347 3.61979 0.2 0.2 -0.6
C -0.10620 4.41883 -2.44197 -0.2 1.1 -0.2
C -0.92898 5.50454 -3.27721 -0.2 -1.6 0.4
C -2.39599 5.56576 -2.74214 0.0 2.0 0.0
N -3.49278 6.12752 -3.72535 -0.1 -1.6 1.2
C -4.74840 6.28555 -2.83327 -1.2 1.1 -1.2
C -5.96631 6.93350 -3.64500 1.8 -0.8 -0.3
C -5.50910 8.19662 -4.35533 -0.6 1.1 -0.7
C -4.12282 8.18689 -5.05733 -0.3 0.4 1.4
C -3.03835 7.51997 -4.20268 -0.3 -1.1 -1.7
C -3.78245 5.00097 -4.74969 0.2 1.6 0.4
H -0.28977 4.60885 -1.38447 -0.1 0.0 0.1
H 0.97158 4.53769 -2.55320 0.0 0.3 -0.2
H -0.30881 3.36502 -2.63314 -0.5 0.2 -0.3
H -0.93987 5.29100 -4.34604 0.0 -0.5 -0.1
H -0.39768 6.45607 -3.25729 -0.3 0.1 0.6
H -2.47402 6.35026 -1.98944 0.6 0.0 0.3
H -2.81126 4.70307 -2.22116 0.2 -0.5 -0.7
H -4.39699 6.89865 -2.00338 -0.3 0.2 -0.1
H -5.13563 5.35516 -2.41793 0.8 -0.4 -0.2
H -6.84730 7.03443 -3.01114 0.3 0.4 0.2
H -6.31105 6.25950 -4.42920 0.2 -0.6 0.1
H -5.70199 9.04037 -3.69276 0.7 0.2 0.1
H -6.14087 8.41622 -5.21599 -0.6 -0.1 0.3
H -3.78250 9.20729 -5.23360 -0.1 0.2 0.3
H -4.26996 7.86936 -6.08962 0.4 -0.9 0.2
H -2.70775 8.11692 -3.35271 -0.5 -0.2 0.3
H -2.14351 7.37778 -4.80860 0.0 -0.3 0.0
H -4.40617 5.36860 -5.56450 0.0 0.1 0.2
H -4.33384 4.26297 -4.16708 0.3 -0.2 -0.2
H -2.82941 4.66483 -5.15812 -0.2 -0.2 0.2
C -0.76959 2.33243 -5.29162 -0.5 -0.4 -1.8
C -2.12490 1.84782 -5.89882 0.0 -0.3 0.1
C -2.01319 0.36279 -6.28101 -0.2 1.5 -0.8
N -3.32674 -0.29881 -6.78054 0.6 -0.6 0.5
C -4.16852 -0.52967 -5.43600 0.1 -2.6 -1.8
C -5.28724 -1.65985 -5.66653 1.2 1.4 -0.2
C -4.68696 -2.95272 -6.22102 0.7 0.8 -0.1
C -3.89633 -2.66924 -7.52610 -0.3 -0.8 0.2
C -2.75865 -1.65431 -7.42655 -1.9 -0.2 1.3
C -4.14501 0.48533 -7.85159 1.7 -0.1 1.6
H 0.03953 1.97097 -5.92627 0.1 -0.5 0.0
H -0.57802 1.94344 -4.29158 -0.2 0.6 0.0
H -0.66295 3.39421 -5.51377 -0.2 0.2 1.1
H -2.38727 2.39399 -6.80489 0.4 0.2 -0.2
H -2.97356 2.07158 -5.25244 0.1 -0.3 0.5
H -1.52045 -0.20850 -5.49429 -0.6 -0.5 0.1
H -1.29531 0.35220 -7.10115 -0.2 -0.3 -0.3
H -3.39449 -0.95219 -4.79535 -0.2 0.3 0.4
H -4.57549 0.40991 -5.06227 0.2 -0.1 -0.3
H -5.76337 -1.82358 -4.69979 -0.2 0.2 -0.1
H -5.98004 -1.22982 -6.38985 -0.5 -0.2 0.2
H -4.02741 -3.35738 -5.45332 0.4 0.0 -0.1
H -5.41193 -3.74951 -6.38729 -0.3 0.3 -0.2
H -3.49827 -3.63648 -7.83286 0.4 0.1 -0.1
H -4.57516 -2.42710 -8.34381 -0.2 0.3 0.1
H -1.99436 -2.03230 -6.74752 0.0 0.3 0.1
H -2.30722 -1.51110 -8.40829 -0.1 0.7 0.2
H -4.56317 1.36472 -7.36179 -0.1 -0.2 0.0
H -4.92810 -0.14217 -8.27716 0.4 0.0 0.0
H -3.37490 0.83996 -8.53662 -0.4 -0.2 -0.5
C -0.75721 -5.94104 -1.54033 0.2 -0.2 1.0
C -0.78660 -6.57137 -0.11728 0.6 1.3 -0.2
C 0.60478 -6.42087 0.58199 -0.5 -1.5 1.3
N 0.75813 -7.50717 1.75680 1.3 0.3 -0.1
C -0.30253 -7.35288 2.89583 0.5 0.0 0.1
C -0.05704 -6.23825 3.98354 -0.2 -0.5 -0.7
C 1.36360 -6.36070 4.54758 0.0 1.1 -1.5
C 2.38084 -6.30426 3.34261 -0.3 -0.4 0.7
C 2.24628 -7.43250 2.36489 -1.3 -0.3 -0.2
C 0.63855 -8.94088 1.21455 -1.3 1.6 0.9
H -0.45355 -4.90512 -1.38949 0.2 0.1 -0.4
H -1.76125 -5.90886 -1.96337 0.1 -0.2 -0.1
H -0.04971 -6.44084 -2.20196 -0.1 0.0 -0.1
H -1.19076 -7.58358 -0.10308 0.3 0.0 -0.1
H -1.49003 -5.93474 0.41937 -0.1 -0.2 0.4
H 0.81735 -5.46848 1.06766 -0.7 0.0 0.0
H 1.45921 -6.53315 -0.08544 -0.1 -0.6 -0.2
H -1.29452 -7.38660 2.44537 0.1 0.8 -0.4
H -0.31336 -8.34792 3.34067 0.5 0.1 0.6
H -0.28360 -5.21389 3.68782 0.4 0.1 -0.8
H -0.82767 -6.33929 4.74775 0.1 -0.6 0.2
H 1.62219 -5.44903 5.08618 -0.3 -0.2 0.5
H 1.39076 -7.23152 5.20258 0.6 -0.1 -0.2
H 2.30514 -5.37226 2.78248 -0.1 0.3 0.4
H 3.39083 -6.35562 3.74928 0.1 0.1 -0.1
H 2.94565 -7.41185 1.52909 -0.3 0.3 -0.2
H 2.46435 -8.37185 2.87300 -0.5 -0.2 0.0
H -0.43462 -9.10014 1.10950 0.1 -0.2 -0.5
H 0.91365 -9.56261 2.06653 0.6 -0.3 -0.7
H 1.15330 -8.99924 0.25552 0.2 -0.4 0.4
C 1.87457 7.11949 9.06690 -0.3 -1.0 -0.2
C 1.93082 5.63655 8.68429 1.1 -1.3 -1.4
C 1.92299 5.44847 7.10979 -2.3 -0.7 0.1
N 1.89022 4.01810 6.44064 0.5 -0.7 0.9
C 1.76410 4.12258 4.92133 0.9 0.9 -0.5
C 2.99454 4.85596 4.25833 -0.2 -1.2 0.8
C 4.31543 4.22198 4.77913 0.8 0.6 0.5
C 4.43024 4.08504 6.32451 -1.6 -0.6 -1.0
C 3.19541 3.29201 6.80914 0.1 0.7 1.0
C 0.69648 3.13224 6.92845 2.1 0.8 0.3
H 1.18608 7.12181 9.91194 0.5 0.7 0.3
H 1.42036 7.72423 8.28199 0.2 0.1 0.0
H 2.90226 7.41487 9.27834 -0.4 0.6 0.2
H 1.15339 5.06966 9.19649 -0.4 0.0 -0.5
H 2.84013 5.18205 9.07760 0.2 0.2 0.1
H 2.61521 6.07342 6.54555 0.1 -0.3 0.4
H 0.91708 5.75772 6.82588 0.0 0.5 -0.2
H 0.81880 4.61928 4.70270 0.0 0.2 0.1
H 1.68702 3.11926 4.50239 0.2 -0.3 0.5
H 2.95049 5.94043 4.35881 0.1 0.0 0.4
H 2.97256 4.72410 3.17656 -0.3 -0.2 0.0
H 5.14352 4.86629 4.48377 0.0 0.0 -0.3
H 4.52867 3.24332 4.34920 -0.4 -0.1 -0.2
H 4.46594 5.08500 6.75685 0.1 -0.2 0.3
H 5.30289 3.51656 6.64608 0.1 0.2 -0.2
H 3.20260 3.22120 7.89681 -0.2 0.4 0.2
H 3.17677 2.23797 6.53212 -0.2 0.2 -1.0
H 0.83180 2.94753 7.99413 -0.1 0.4 0.1
H 0.89303 2.15978 6.47702 -0.7 0.1 -0.6
H -0.23678 3.66180 6.73689 0.1 -0.4 -0.3
C -6.14286 3.66032 7.28600 0.6 0.0 -0.9
C -6.01245 3.21861 5.82308 0.2 -0.8 -0.8
C -4.71653 2.34687 5.67296 0.0 1.1 -1.2
N -4.30992 1.82904 4.23549 -0.3 -1.4 -0.5
C -4.71172 2.72978 3.05370 0.6 0.9 1.0
C -3.76237 4.01269 2.93964 -0.8 -2.0 -0.7
C -2.26881 3.56766 2.80657 -0.5 1.6 2.4
C -1.91502 2.74086 4.14579 -0.6 0.2 -2.9
C -2.81125 1.51767 4.10594 0.6 0.5 1.3
C -4.97386 0.47106 4.05560 0.2 0.3 1.1
H -5.17999 4.09446 7.55528 -0.2 0.4 0.4
H -6.30756 2.80196 7.93729 -0.2 0.1 0.0
H -6.95934 4.38084 7.33408 0.2 0.0 0.4
H -6.02553 4.03591 5.10201 0.5 0.4 0.4
H -6.93859 2.71429 5.54734 0.1 -0.7 0.0
H -4.79156 1.51951 6.37861 0.4 -0.3 -0.4
H -3.85215 2.97327 5.89336 -0.2 0.0 0.5
H -5.77828 2.90691 3.19217 0.1 0.5 0.1
H -4.66375 2.11640 2.15394 0.5 0.0 0.0
H -3.90092 4.72246 3.75520 0.1 -0.3 0.4
H -4.12619 4.56017 2.07016 0.2 -0.1 -0.2
H -1.76130 4.53151 2.84569 0.5 -0.1 0.0
H -1.97674 3.14564 1.84495 -0.3 -0.6 0.3
H -2.02596 3.33137 5.05524 0.0 0.1 -0.2
H -0.90343 2.34402 4.06034 0.1 0.1 0.3
H -2.49025 0.85788 4.91200 -0.6 -0.3 0.1
H -2.59792 0.99422 3.17397 -0.6 -0.1 -0.1
H -5.99317 0.54426 4.43474 -0.2 0.1 -0.7
H -4.47877 -0.21241 4.74543 0.3 -0.1 0.0
H -4.83120 0.08234 3.04731 -0.3 0.4 0.0
C 2.52915 -4.48472 -3.03569 0.4 0.4 0.2
C 3.28155 -3.20404 -3.51763 -0.9 -1.7 -1.5
C 3.61186 -3.53539 -5.04379 2.2 1.3 0.9
N 4.62360 -2.52827 -5.69634 1.2 0.6 0.5
C 4.00648 -1.11161 -5.80635 0.3 -0.2 -0.8
C 4.91901 -0.11381 -6.54143 0.2 -1.4 -0.3
C 5.20476 -0.63704 -7.96721 -1.8 1.5 0.4
C 5.83609 -1.98678 -7.93187 1.0 -1.2 0.5
C 5.11864 -3.08534 -7.05424 -1.5 2.2 -0.6
C 5.90851 -2.48939 -4.84493 -0.7 0.8 0.7
H 1.62660 -4.59396 -3.63699 0.0 0.0 0.2
H 2.25016 -4.39717 -1.98564 -0.2 0.2 0.1
H 3.09700 -5.41264 -3.10354 0.3 0.1 -0.2
H 4.14193 -2.95630 -2.89597 0.0 0.0 -0.3
H 2.51070 -2.43717 -3.44144 0.4 0.4 -0.4
H 2.72480 -3.66293 -5.66423 0.1 0.4 0.0
H 4.28396 -4.38750 -5.14525 -0.7 -0.7 0.5
H 3.08519 -1.20452 -6.38139 0.0 -0.4 -0.3
H 3.62081 -0.77224 -4.84500 0.7 -0.3 0.4
H 4.36490 0.82440 -6.51271 0.5 0.1 -0.1
H 5.93632 -0.02883 -6.15939 -0.4 0.4 0.9
H 4.25550 -0.61693 -8.50257 -0.1 -0.4 -0.3
H 5.78752 0.14867 -8.44799 0.5 -0.5 -0.2
H 6.00108 -2.39945 -8.92715 -0.5 -0.2 -0.1
H 6.87095 -1.86473 -7.61206 0.1 0.0 0.5
H 4.15750 -3.29470 -7.52380 0.2 -0.5 -0.4
H 5.73584 -3.97064 -6.90123 -0.2 0.1 0.2
H 6.81396 -2.09835 -5.30899 -0.4 -0.3 -0.9
H 6.09838 -3.49069 -4.45834 -0.1 0.1 0.0
H 5.77877 -1.73801 -4.06603 -0.4 -0.4 0.4
C 1.97532 2.76398 1.24674 0.1 1.6 0.7
C 1.87136 1.54382 0.42087 0.1 -1.2 0.0
C 0.55073 0.72808 0.47830 1.7 -0.3 -1.7
N 0.60389 -0.34098 -0.68071 -0.5 -2.6 -0.5
C -0.52834 -1.45228 -0.33808 0.3 2.4 -0.1
C -0.21193 -2.30875 0.89781 -1.2 1.4 -0.4
C 1.13966 -2.97121 0.89034 0.4 1.8 -1.1
C 2.27319 -1.97779 0.44300 0.0 0.6 -0.8
C 1.90109 -1.17930 -0.89851 -0.7 0.4 2.5
C 0.37412 0.26404 -2.04019 -0.9 0.2 -0.8
H 1.73571 2.61214 2.29918 -0.2 -0.1 0.1
H 1.47788 3.65453 0.86259 -0.5 -0.1 0.0
H 3.01922 3.07662 1.22158 0.2 0.0 0.1
H 2.69893 0.94873 0.80698 -0.3 -0.7 -0.2
H 2.21541 1.80285 -0.58044 -0.6 -0.2 -0.2
H -0.32300 1.33277 0.23527 -0.1 -0.1 0.1
H 0.43007 0.16473 1.40360 0.0 0.2 0.0
H -1.30677 -0.72277 -0.11454 -0.6 -0.6 0.2
H -0.85461 -1.99020 -1.22819 0.7 0.1 -0.3
H -0.48645 -1.66358 1.73237 0.8 -0.3 0.6
H -1.01908 -3.03886 0.95747 -0.1 -0.4 -0.2
H 1.30219 -3.41394 1.87303 0.4 -0.2 -0.2
H 1.08451 -3.63795 0.02982 0.2 -0.8 0.3
H 2.61215 -1.29886 1.22546 -0.5 0.1 0.2
H 3.15979 -2.57105 0.21924 0.0 -0.1 -0.3
H 2.53240 -0.38184 -1.29043 1.0 -0.8 0.4
H 1.67802 -1.91273 -1.67339 -0.3 0.3 -0.1
H 0.92001 1.17408 -2.28906 0.1 0.3 1.1
H -0.69061 0.41490 -2.21820 -0.1 0.2 0.4
H 0.69310 -0.33630 -2.89221 0.0 -1.0 0.5
As 5.12845 1.43946 -2.40919 1.1 1.3 -0.6
F 4.42650 1.63324 -0.78266 0.4 0.5 -1.2
F 5.74018 3.11505 -2.56309 -1.1 -1.9 0.5
F 5.86600 1.12402 -4.05327 -1.2 -0.2 2.0
F 4.57607 -0.26493 -2.21598 0.4 0.6 -0.8
F 3.55354 1.88888 -3.15606 1.4 -0.7 0.7
F 6.64820 0.98987 -1.60461 -0.9 0.0 -0.6
As -4.40307 1.19173 -1.21017 1.1 1.6 -0.6
F -2.87228 1.86378 -1.97932 -1.9 -0.6 0.5
F -4.51446 2.80188 -0.32219 0.1 -2.3 -0.7
F -5.81784 0.51819 -0.40830 1.1 0.3 -0.1
F -4.19113 -0.25798 -2.21839 -0.3 0.7 0.7
F -3.31173 0.45054 -0.00254 -1.1 0.6 -0.3
F -5.49093 1.84861 -2.43262 1.0 -0.2 0.5
As 2.38311 7.49053 0.03612 1.5 1.7 0.7
F 2.85761 5.74085 0.10232 -0.8 1.7 -0.1
F 4.08006 8.03441 -0.14652 -1.4 -1.0 0.0
F 1.91649 9.21219 0.04705 0.1 -1.4 -0.2
F 0.64111 7.11809 0.31416 1.5 -0.3 -0.5
F 2.67932 7.62638 1.82916 -0.7 -0.7 -1.5
F 2.26676 7.43879 -1.75846 -0.4 -0.4 1.7
O 0.67546 0.12961 4.46525 -0.9 0.1 0.1
C 1.95088 -0.20642 4.30514 4.5 -0.5 -0.6
O 2.24725 -1.37063 3.85390 -1.2 1.0 0.2
O 2.82428 0.66431 4.58685 -1.0 0.1 0.0
H 0.27794 -0.72477 4.28190 -1.4 -0.6 -0.2
C -0.68507 -2.50311 6.27801 -0.1 1.0 0.1
C -1.75761 -1.94099 5.28254 -0.6 -2.2 2.4
O -1.50149 -1.96244 4.08544 1.1 0.6 -2.8
O -2.89565 -1.77586 5.77490 -0.4 0.9 0.2
H 0.35250 -2.34264 5.98509 0.0 0.1 -0.3
H -0.81653 -3.57651 6.41448 -0.3 0.0 -0.1
H -0.84793 -2.02397 7.24341 0.0 -0.2 0.1
C -0.10781 -4.13441 -5.87826 0.2 -0.4 0.7
C 0.13000 -2.68228 -5.45002 0.2 1.6 1.3
O 0.78936 -1.95817 -6.22571 0.0 -0.3 -0.4
O -0.30377 -2.24632 -4.31295 -0.1 -1.3 -1.1
H -1.15953 -4.35699 -6.05839 0.0 0.1 -0.3
H 0.16606 -4.79959 -5.05934 -0.1 0.0 0.3
H 0.53192 -4.45657 -6.69988 -0.3 0.4 -0.3
```
Positions in Å, forces in eV/Å.

* largest force on an atom: 4.6 eV/A
* gap between HOMO and LUMO: 7.56 eV
* charge: +3